Below is a 3-piece molecular cluster, C2H10N2O2 overall, with properties calculated with ωB97M-V/def2-TZVPD.

Computed properties:
HOMO energy ... -7.471 eV
Orbital gap ... 0.1370 Ha
LUMO level ... -3.7 eV

Each line ends with the Löwdin charge.
Cartesian coordinates (Å):
O  0.403  -0.361  2.809  -0.381
O  2.033  0.210  1.067  -0.204
N  -1.013  1.108  0.120  0.168
N  0.182  -0.531  -2.442  0.081
C  -0.822  -0.840  -1.246  -0.180
C  -1.497  0.422  -0.961  -0.047
H  -1.492  -1.636  -1.556  0.115
H  -0.397  0.490  0.678  0.076
H  1.403  0.015  1.895  -0.081
H  2.953  0.221  1.329  -0.009
H  -2.588  0.341  -0.918  0.154
H  -0.055  0.451  -2.571  0.043
H  0.508  -0.399  3.761  -0.077
H  -0.083  -1.152  -0.507  0.120
H  -0.220  -0.988  -3.254  0.066
H  -0.510  1.889  -0.332  0.158

***

Below is C2H10N2O2 as an isolated structure, with properties calculated with ωB97M-V/def2-TZVPD.

Computed properties:
HOMO energy ... -8.440 eV
Orbital gap ... 0.3427 Ha
LUMO level ... 0.9 eV

Each line ends with the Löwdin charge.
Cartesian coordinates (Å):
O  -0.186  -0.505  -1.980  -0.170
O  0.487  1.570  -1.508  -0.085
N  -0.555  0.691  -1.953  -0.187
N  -1.619  0.814  -0.434  0.090
C  1.214  -0.276  1.372  -0.164
C  0.179  -1.223  0.771  -0.213
H  -0.661  -1.378  1.453  0.072
H  2.111  -0.252  0.755  0.064
H  0.831  0.743  1.399  0.051
H  0.610  -2.221  0.659  0.071
H  1.338  1.224  -1.828  0.091
H  -2.542  0.623  -0.798  0.085
H  -1.545  1.764  -0.095  0.081
H  0.004  -1.011  -0.399  0.060
H  -1.153  0.007  0.198  0.088
H  1.489  -0.571  2.387  0.063

***

Below is a 3-piece molecular cluster, C2H10N2O2 overall, with properties calculated with ωB97M-V/def2-TZVPD.

Computed properties:
Spin multiplicity ... 2
Charge ... +1
HOMO energy (spin up / spin down) ... -14.083 / -14.081 eV
Orbital gap (spin up / spin down) ... 0.3442 / 0.1948 Ha
LUMO level (spin up / spin down) ... -4.7 / -8.8 eV

Each line ends with the Löwdin charge.
Cartesian coordinates (Å):
O  -4.254  0.492  0.987  -0.129
O  3.620  0.620  -2.216  -0.066
N  2.015  0.348  0.464  0.237
N  -0.193  -0.383  -0.119  0.119
C  -1.362  -1.175  0.106  0.006
C  0.771  -0.050  0.773  -0.140
H  3.065  0.366  -1.450  -0.024
H  4.378  0.069  -2.070  0.025
H  0.381  -0.055  1.735  0.126
H  -5.287  0.650  1.132  0.125
H  2.464  0.446  1.428  0.135
H  -1.879  -0.680  0.919  0.093
H  -0.064  0.239  -0.893  0.176
H  -1.228  -2.195  0.423  0.116
H  -3.838  0.977  1.723  0.029
H  -2.122  -1.119  -0.803  0.172

***

Below is a 2-piece molecular cluster, C2H10N2O2 overall, with properties calculated with ωB97M-V/def2-TZVPD.

Computed properties:
Spin multiplicity ... 2
Charge ... +1
HOMO energy (spin up / spin down) ... -12.917 / -12.779 eV
Orbital gap (spin up / spin down) ... 0.3478 / 0.1368 Ha
LUMO level (spin up / spin down) ... -3.5 / -9.1 eV

Each line ends with the Löwdin charge.
Cartesian coordinates (Å):
O  -0.208  0.693  1.167  -0.109
O  1.742  -3.047  -0.831  0.063
N  -0.077  -1.544  -0.920  0.324
N  -1.182  2.586  -0.116  0.031
C  1.263  -1.809  -0.484  -0.269
C  -1.296  1.644  0.968  -0.300
H  -2.167  1.006  0.883  0.114
H  -0.171  -1.150  -1.864  0.166
H  -0.635  2.366  -0.933  0.070
H  2.612  -3.200  -0.444  0.134
H  1.924  -1.017  -0.997  0.211
H  -2.137  2.885  -0.253  0.083
H  0.627  1.044  1.492  0.094
H  1.405  -1.586  0.568  0.141
H  -1.147  2.122  1.959  0.133
H  -0.552  -0.992  -0.194  0.114

***

Below is a 2-piece molecular cluster, C2H10N2S overall, with properties calculated with ωB97M-V/def2-TZVPD.

Computed properties:
Charge ... +2
HOMO energy (spin up / spin down) ... -18.111 / -17.815 eV
Orbital gap (spin up / spin down) ... 0.3193 / 0.2817 Ha
LUMO level (spin up / spin down) ... -9.4 / -10.1 eV

Each line ends with the Löwdin charge.
Cartesian coordinates (Å):
S  0.437  -1.121  0.047  0.823
N  2.767  0.135  0.480  0.190
N  -2.879  -0.629  0.129  0.186
C  1.754  -0.180  -0.623  -0.537
C  -1.818  0.338  0.054  0.031
H  2.958  -0.719  0.852  0.098
H  1.527  0.661  -1.106  0.054
H  -1.735  0.902  0.999  0.120
H  2.120  -0.784  -1.424  0.094
H  2.326  0.687  1.156  0.136
H  3.620  0.544  -0.080  0.248
H  -1.575  0.630  -0.871  0.037
H  -3.720  -0.221  0.371  0.153
H  -3.049  -1.064  -0.761  0.180
H  -2.765  -1.464  0.694  0.187

***

Below is a 2-piece molecular cluster, C2H10N3 overall, with properties calculated with ωB97M-V/def2-TZVPD.

Computed properties:
Spin multiplicity ... 2
Charge ... +2
HOMO energy (spin up / spin down) ... -20.286 / -20.139 eV
Orbital gap (spin up / spin down) ... 0.3355 / 0.1755 Ha
LUMO level (spin up / spin down) ... -11.2 / -15.4 eV

Each line ends with the Löwdin charge.
Cartesian coordinates (Å):
N  -1.637  -0.449  1.788  0.451
N  0.039  -1.330  -1.736  0.081
N  -0.245  0.531  0.128  0.020
C  0.905  1.520  0.194  0.045
C  -0.448  -0.097  1.455  0.050
H  1.737  1.030  0.609  0.087
H  0.530  2.464  0.741  0.159
H  -0.026  -0.244  -0.572  0.066
H  -1.529  -1.241  2.450  0.195
H  -1.127  1.009  -0.096  0.199
H  1.187  1.793  -0.878  0.150
H  0.164  -0.840  -2.643  0.108
H  0.796  -2.057  -1.637  0.121
H  0.510  -0.326  1.932  0.206
H  -0.855  -1.763  -1.735  0.062

***

Below is a 2-piece molecular cluster, C2H10N4 overall, with properties calculated with ωB97M-V/def2-TZVPD.

Computed properties:
HOMO energy ... -8.428 eV
Orbital gap ... 0.3429 Ha
LUMO level ... 0.9 eV

Each line ends with the Löwdin charge.
Cartesian coordinates (Å):
N  1.750  0.055  1.111  -0.088
N  -2.753  1.064  0.157  0.005
N  -1.359  0.819  0.060  -0.127
N  -0.167  -0.764  -1.146  0.032
C  2.395  -0.199  -0.136  -0.232
C  -0.898  -0.471  -0.116  -0.326
H  -0.915  1.504  -0.541  0.125
H  -3.276  0.486  -0.500  0.075
H  -1.436  -1.216  0.486  0.129
H  3.035  -1.078  -0.069  0.053
H  1.502  -0.514  -0.910  0.059
H  2.974  0.660  -0.470  0.067
H  -0.061  -1.762  -1.298  0.063
H  1.455  1.027  1.158  0.052
H  -3.063  0.842  1.099  0.073
H  0.817  -0.452  1.114  0.040

***

Below is C2H10N4 as an isolated structure, with properties calculated with ωB97M-V/def2-TZVPD.

Computed properties:
HOMO energy ... -7.179 eV
Orbital gap ... 0.2968 Ha
LUMO level ... 0.9 eV

Each line ends with the Löwdin charge.
Cartesian coordinates (Å):
N  1.257  -1.412  -0.173  -0.045
N  0.299  -0.383  -0.395  -0.316
N  -1.894  0.169  1.299  0.089
N  0.241  1.165  1.492  0.040
C  -0.522  0.045  1.225  -0.372
C  0.298  0.181  -1.717  -0.175
H  -0.468  0.958  -1.782  0.063
H  -2.295  1.015  0.918  0.088
H  -0.168  2.038  1.180  0.076
H  0.069  -0.590  -2.470  0.059
H  1.110  0.966  0.925  0.109
H  1.275  0.618  -1.997  0.062
H  -2.407  -0.667  1.065  0.093
H  2.209  -1.070  -0.338  0.058
H  1.110  -2.154  -0.859  0.056
H  -0.114  -0.880  1.628  0.113

***

Below is one molecule with the formula C2H10N4O, with properties calculated with ωB97M-V/def2-TZVPD.

Computed properties:
HOMO energy ... -8.705 eV
Orbital gap ... 0.3600 Ha
LUMO level ... 1.1 eV

Each line ends with the Löwdin charge.
Cartesian coordinates (Å):
O  0.919  0.498  -1.085  -0.165
N  -2.571  -0.197  -0.788  0.050
N  1.521  0.726  0.222  -0.109
N  -0.447  0.646  -1.109  -0.044
N  -1.216  -0.162  1.100  0.050
C  2.382  -0.388  0.563  -0.115
C  -1.207  -0.329  -0.333  -0.535
H  1.771  -1.285  0.662  0.075
H  3.158  -0.572  -0.184  0.077
H  -0.715  1.598  -0.864  0.121
H  2.847  -0.164  1.520  0.082
H  -0.739  -1.309  -0.553  0.142
H  2.078  1.574  0.111  0.110
H  -2.632  -0.394  -1.778  0.072
H  -0.272  -0.088  1.458  0.044
H  -1.716  0.688  1.336  0.071
H  -3.161  -0.844  -0.280  0.074

***

Below is one molecule with the formula C2H10N4O4Si2, with properties calculated with ωB97M-V/def2-TZVPD.

Computed properties:
HOMO energy ... -10.526 eV
Orbital gap ... 0.3975 Ha
LUMO level ... 0.3 eV

Each line ends with the Löwdin charge.
Cartesian coordinates (Å):
Si  0.662  0.784  -0.101  0.607
Si  -2.698  1.511  1.938  0.620
O  4.317  0.880  -1.127  0.058
O  2.704  2.286  -1.427  0.009
O  1.047  0.886  1.578  -0.074
O  -0.033  1.144  3.481  0.078
N  -0.999  1.413  1.603  -0.167
N  3.128  1.184  -1.105  -0.448
N  2.240  0.245  -0.690  -0.161
N  -0.033  1.161  2.287  -0.495
C  -0.437  -0.734  -0.501  -0.164
C  2.676  -1.164  -0.601  -0.077
H  2.959  -1.613  -1.613  0.112
H  -3.201  2.727  2.791  -0.051
H  -2.907  0.266  2.611  -0.081
H  0.482  2.184  -0.627  0.037
H  -3.152  1.423  0.579  -0.084
H  -0.580  -1.341  0.406  0.045
H  3.613  -1.357  0.085  0.126
H  0.198  -1.323  -1.258  0.051
H  1.783  -1.653  -0.215  0.042
H  -1.386  -0.388  -0.896  0.017